(1)
Here is a 22-piece molecular cluster, C21H84F6N42O21P overall in a non-equilibrium geometry from the Open Molecules 2025 dataset. Energies are from wB97M-V/def2-TZVPD.

Structure (ORCA input):
```
! wB97M-V def2-TZVPD RIJCOSX def2/J DEFGRID3
* xyz -1 1
P -7.003 -0.707 23.415
F -7.594 -0.937 24.816
F -5.608 -0.105 24.087
F -6.370 -2.176 23.428
F -6.384 -0.450 21.915
F -8.354 -1.327 22.753
F -7.651 0.795 23.396
C -5.464 -8.660 25.808
O -6.677 -8.749 25.805
N -4.861 -7.518 25.564
N -4.526 -9.729 26.094
H -3.882 -7.529 25.339
H -5.287 -6.651 25.203
H -3.652 -9.271 26.054
H -4.698 -10.585 25.612
C -11.614 -5.840 21.601
O -10.570 -6.402 21.935
N -11.808 -4.454 21.759
N -12.750 -6.483 21.177
H -10.995 -4.039 22.157
H -12.208 -3.890 21.017
H -13.625 -6.011 21.072
H -12.679 -7.246 20.548
C -6.256 3.502 20.755
O -7.111 4.311 21.093
N -4.993 3.732 20.535
N -6.559 2.237 20.713
H -4.660 4.683 20.737
H -4.359 3.013 20.781
H -7.481 1.880 20.880
H -5.831 1.535 20.634
C -9.302 -1.363 18.947
O -9.253 -0.137 19.035
N -9.035 -2.170 19.959
N -9.527 -2.121 17.824
H -8.674 -3.084 19.629
H -8.396 -1.712 20.615
H -9.240 -3.075 17.881
H -9.455 -1.690 16.903
C -10.634 1.973 21.315
O -11.171 2.695 22.105
N -10.762 0.540 21.298
N -9.871 2.394 20.272
H -9.853 0.085 21.397
H -11.434 0.066 21.890
H -9.399 3.336 20.123
H -9.723 1.729 19.518
C -8.236 6.415 24.250
O -7.524 7.295 23.910
N -8.713 6.303 25.576
N -8.816 5.479 23.445
H -7.997 6.182 26.300
H -9.540 5.712 25.734
H -9.298 4.807 24.008
H -8.617 5.163 22.496
C -9.504 3.066 26.483
O -9.391 3.894 27.411
N -10.412 3.197 25.560
N -8.744 1.967 26.259
H -10.554 2.483 24.897
H -11.159 3.834 25.753
H -7.918 1.929 26.808
H -8.727 1.561 25.336
C -11.864 -5.275 27.210
O -11.417 -6.262 27.729
N -11.432 -4.967 25.910
N -12.585 -4.245 27.828
H -10.520 -5.359 25.805
H -11.588 -4.049 25.516
H -12.586 -3.957 28.814
H -12.871 -3.595 27.121
C -7.303 1.371 29.430
O -6.382 1.760 28.733
N -7.342 0.348 30.249
N -8.454 2.040 29.475
H -6.720 -0.441 30.178
H -8.093 0.325 30.915
H -8.647 2.897 28.920
H -9.117 1.964 30.233
C -5.195 3.832 25.409
O -4.091 3.328 25.301
N -5.956 4.013 26.545
N -5.869 4.196 24.300
H -5.556 3.540 27.328
H -6.878 4.354 26.609
H -6.860 4.348 24.370
H -5.571 3.870 23.376
C -11.270 -1.637 25.565
O -12.444 -1.709 25.871
N -10.972 -1.663 24.265
N -10.195 -1.391 26.387
H -10.029 -1.592 23.912
H -11.752 -1.711 23.607
H -9.294 -1.499 25.976
H -10.284 -1.685 27.343
C -13.422 -1.792 20.491
O -13.098 -1.805 21.672
N -12.696 -1.123 19.542
N -14.413 -2.551 19.980
H -12.822 -1.079 18.551
H -11.891 -0.633 19.908
H -15.108 -2.857 20.623
H -14.525 -2.507 19.003
C -1.605 -0.400 21.573
O -0.871 -0.598 20.639
N -2.923 0.063 21.521
N -1.177 -0.450 22.838
H -3.179 0.077 20.550
H -3.636 -0.366 22.070
H -1.724 0.001 23.532
H -0.212 -0.590 23.078
C -7.628 -5.461 24.320
O -6.736 -5.421 25.133
N -7.818 -4.670 23.349
N -8.538 -6.431 24.345
H -8.638 -4.758 22.786
H -7.243 -3.808 23.250
H -9.171 -6.486 23.594
H -8.207 -7.279 24.719
C -5.180 -0.651 17.874
O -4.952 -0.504 19.066
N -6.036 0.079 17.062
N -4.592 -1.578 17.121
H -6.335 -0.457 16.258
H -6.593 0.855 17.330
H -4.307 -1.312 16.207
H -4.104 -2.266 17.640
C -4.002 -0.551 27.786
O -3.053 -1.191 27.382
N -4.609 0.300 26.947
N -4.374 -0.640 29.132
H -5.480 0.772 27.310
H -4.395 0.069 25.954
H -4.794 0.121 29.621
H -3.929 -1.418 29.601
C 0.088 1.777 26.647
O 0.197 0.656 26.216
N 0.842 2.226 27.749
N -0.752 2.723 26.201
H 1.592 1.677 28.052
H 0.994 3.212 27.770
H -0.922 3.493 26.819
H -1.457 2.714 25.486
C -7.933 -5.582 19.163
O -8.325 -4.661 18.557
N -7.048 -5.548 20.144
N -8.626 -6.871 19.187
H -6.778 -6.359 20.664
H -6.444 -4.753 20.117
H -8.092 -7.649 19.530
H -9.167 -7.028 18.362
C -7.520 -3.346 28.658
O -7.758 -2.403 29.336
N -8.165 -4.586 28.731
N -6.588 -3.360 27.682
H -7.885 -5.334 28.135
H -9.129 -4.640 28.993
H -6.234 -2.463 27.364
H -6.494 -4.130 27.042
C -3.023 -4.237 25.388
O -2.978 -5.458 25.118
N -4.150 -3.513 25.346
N -1.940 -3.540 25.619
H -4.161 -2.520 25.462
H -4.984 -4.053 25.330
H -1.126 -4.121 25.662
H -1.955 -2.669 26.099
C -3.715 -4.101 20.904
O -3.343 -4.444 19.783
N -3.304 -4.716 22.000
N -4.698 -3.137 21.181
H -3.769 -4.561 22.879
H -2.576 -5.409 21.969
H -4.723 -2.451 20.467
H -4.960 -2.787 22.078
*
```

Summary:
E_LUMO in eV: 1.5
Relative energy (zero: lowest compared OMol25 entry of this formula, charge and spin) in kcal per mole: 0.00
Frontier orbital gap in eV: 9.2
HOMO in eV: -7.6534

Atomic partial charges in e from the Löwdin method, atoms 1 to 8:
1 P 0.1686
2 F -0.1036
3 F -0.1719
4 F -0.1667
5 F -0.1626
6 F -0.1735
7 F -0.1568
8 C -0.6561

---

(2)
Here is C25H41Cl3FeO2P2 as an isolated structure in a non-equilibrium geometry from the Open Molecules 2025 dataset. Energies are from wB97M-V/def2-TZVPD.

Structure (ORCA input):
```
! wB97M-V def2-TZVPD RIJCOSX def2/J DEFGRID3
* xyz 1 6
Fe -0.547 -0.669 1.107
C -1.951 -1.154 2.619
C -1.571 -2.325 1.872
C 0.358 -1.430 2.835
C -0.764 -0.591 3.206
C -0.145 -2.504 2.013
C -3.347 -0.742 2.927
H -4.011 -0.917 2.069
H -3.396 0.320 3.195
H -3.750 -1.318 3.776
C -0.719 0.506 4.200
H -1.644 1.096 4.193
H 0.128 1.170 3.975
H -0.567 0.106 5.213
C 1.734 -1.291 3.363
H 1.770 -1.555 4.430
H 2.060 -0.244 3.270
H 2.437 -1.930 2.814
C 0.618 -3.711 1.599
H 0.580 -4.486 2.381
H 1.672 -3.464 1.426
H 0.200 -4.143 0.682
C -2.513 -3.285 1.236
H -2.822 -4.073 1.941
H -2.046 -3.776 0.373
H -3.421 -2.769 0.896
C -0.581 1.569 0.763
C -1.819 0.992 0.476
C -2.235 0.242 -0.756
C -1.009 -0.359 -1.500
C -0.023 -1.226 -0.781
C 1.187 -0.682 -0.224
C 1.659 0.738 -0.243
C 0.580 1.882 -0.132
H -2.768 0.910 -1.451
H -0.390 0.539 -1.751
H -2.943 -0.570 -0.519
H 0.283 2.256 -1.124
H -0.506 2.074 1.735
H -2.640 1.233 1.160
H 1.129 2.705 0.355
H 2.297 0.868 0.653
H 1.968 -1.404 0.045
H 2.326 0.942 -1.102
H -1.359 -0.864 -2.415
H -0.074 -2.297 -0.991
P -0.912 1.682 -3.344
C -0.877 3.409 -3.923
C -2.007 0.838 -4.555
P 1.307 -0.593 -3.210
C 0.747 1.077 -3.861
C 0.636 -1.691 -4.527
C 3.041 -0.474 -3.804
H 0.065 3.881 -3.620
H -1.711 3.942 -3.448
H -0.986 3.457 -5.013
H -1.791 1.207 -5.567
H -3.046 1.089 -4.297
H -1.897 -0.253 -4.527
H 3.050 -0.153 -4.857
H 3.516 -1.460 -3.708
H 3.586 0.254 -3.189
H 1.479 1.824 -3.497
H 0.784 1.053 -4.964
H 1.228 -2.616 -4.523
H 0.729 -1.212 -5.511
H -0.413 -1.951 -4.338
Cl 2.548 4.460 5.359
C 3.084 2.937 4.631
Cl 4.856 2.883 4.471
Cl 2.555 1.586 5.659
C 2.457 2.831 3.105
O 2.734 3.841 2.449
O 1.815 1.790 2.804
*
```

Summary:
E_LUMO (alpha / beta) in eV: -2.8 / -7.3
Relative energy (zero: lowest compared OMol25 entry of this formula, charge and spin) in kcal per mole: 12.57
Frontier orbital gap (alpha / beta) in eV: 6.9 / 2.9
HOMO (alpha / beta) in eV: -9.6803 / -10.1863
<S²>: 8.80

Atomic partial charges in e from the Löwdin method, atoms 1 to 8:
1 Fe 0.6930
2 C -0.2680
3 C -0.2629
4 C -0.2362
5 C -0.2411
6 C -0.2889
7 C -0.0248
8 H 0.0799

---

(3)
Here is C22H34N6O2Sr as an isolated structure in a non-equilibrium geometry from the Open Molecules 2025 dataset. Energies are from wB97M-V/def2-TZVPD.

Structure (ORCA input):
```
! wB97M-V def2-TZVPD RIJCOSX def2/J DEFGRID3
* xyz 0 1
Sr 0.279 0.138 0.144
O -0.028 -0.842 2.150
C 0.187 -0.534 3.387
C 0.376 -1.534 4.372
C 0.613 -1.218 5.689
C 0.677 0.114 6.129
C 0.491 1.105 5.192
C 0.245 0.826 3.839
C 0.064 2.005 2.970
N -0.200 1.995 1.719
C -0.237 3.266 0.963
C 1.057 3.448 0.140
N 1.364 2.240 -0.652
C 2.084 2.328 -1.705
C 2.618 1.202 -2.494
C 3.189 1.540 -3.733
C 3.771 0.604 -4.557
C 3.815 -0.726 -4.106
C 3.296 -1.099 -2.889
C 2.661 -0.161 -2.030
O 2.158 -0.533 -0.906
H 0.331 -2.564 4.041
H 0.755 -2.022 6.403
H 0.867 0.354 7.165
H 0.533 2.148 5.493
H 0.153 2.972 3.484
H -0.353 4.140 1.614
H -1.093 3.236 0.284
H 1.874 3.598 0.850
H 0.992 4.347 -0.482
H 2.373 3.321 -2.072
H 3.161 2.583 -4.039
H 4.196 0.887 -5.510
H 4.283 -1.481 -4.727
H 3.358 -2.123 -2.543
N -2.456 0.508 -0.385
C -2.768 0.791 -1.800
C -1.959 -0.106 -2.723
N -0.517 0.062 -2.478
H -2.828 -0.400 -0.124
H -2.892 1.175 0.241
H -2.512 1.838 -1.985
H -3.830 0.680 -2.034
H -2.251 0.101 -3.756
H -2.207 -1.151 -2.522
H -0.191 0.943 -2.868
H 0.030 -0.654 -2.945
C -0.258 -5.309 -1.446
C -1.408 -4.731 -0.635
C -2.735 -5.238 -1.173
C -1.264 -5.115 0.838
N -1.437 -3.255 -0.831
N -0.263 -2.557 -0.399
H -0.323 -6.399 -1.459
H 0.714 -5.048 -1.025
H -0.297 -4.953 -2.479
H -2.799 -6.324 -1.081
H -2.856 -4.965 -2.222
H -3.574 -4.812 -0.612
H -1.293 -6.200 0.962
H -2.076 -4.689 1.434
H -0.317 -4.776 1.264
H -2.186 -2.886 -0.255
H 0.480 -2.751 -1.057
H 0.032 -2.860 0.527
*
```

Summary:
E_LUMO in eV: 0.3
Relative energy (zero: lowest compared OMol25 entry of this formula, charge and spin) in kcal per mole: 8.39
Frontier orbital gap in eV: 7.5
HOMO in eV: -7.1614

Atomic partial charges in e from the Löwdin method, atoms 1 to 8:
1 Sr 1.4735
2 O -0.3152
3 C -0.3869
4 C -0.0304
5 C -0.0971
6 C -0.1146
7 C -0.0765
8 C -0.1373

---

(4)
Here is a 13-piece molecular cluster, C29H89N5O14 overall in a non-equilibrium geometry from the Open Molecules 2025 dataset. Energies are from wB97M-V/def2-TZVPD.

Structure (ORCA input):
```
! wB97M-V def2-TZVPD RIJCOSX def2/J DEFGRID3
* xyz -1 2
C -4.932 -1.897 -1.924
O -5.751 -0.929 -1.171
H -4.048 -1.365 -2.276
H -4.665 -2.581 -1.119
H -5.572 -2.295 -2.711
H -6.070 -0.283 -1.806
C -0.328 -4.167 -4.982
O -0.923 -4.016 -3.754
H -0.889 -3.531 -5.666
H 0.733 -3.920 -5.019
H -0.278 -5.192 -5.350
H -0.388 -3.308 -3.387
C -1.883 5.254 -1.059
O -1.462 5.600 -2.343
H -2.645 5.988 -0.797
H -2.242 4.227 -1.117
H -1.024 5.415 -0.408
H -2.236 5.827 -2.863
C -4.562 4.632 2.359
O -3.411 4.585 3.183
H -5.342 3.912 2.606
H -5.192 5.520 2.390
H -4.213 4.411 1.350
H -2.871 5.376 3.113
C 2.195 -0.192 2.906
O 2.099 1.205 2.641
H 1.384 -0.726 3.402
H 2.323 -0.777 1.994
H 3.152 -0.285 3.419
H 2.205 1.626 3.497
C 1.544 4.607 1.574
O 0.488 5.039 2.432
H 2.182 5.361 1.112
H 2.127 3.941 2.210
H 1.108 3.978 0.798
H 0.471 4.472 3.206
C 4.480 1.746 0.270
O 3.074 1.523 0.179
H 4.724 2.807 0.308
H 4.774 1.233 1.186
H 5.001 1.183 -0.504
H 2.788 1.397 1.087
C -3.548 3.368 7.834
C -2.343 2.936 6.996
C -2.784 1.808 5.935
O -1.635 1.514 5.146
C -1.785 0.422 4.201
N -1.983 4.187 6.388
H -3.601 2.609 8.614
H -4.420 3.458 7.186
H -3.610 4.362 8.277
H -1.444 2.616 7.522
H -3.623 2.191 5.354
H -2.981 0.876 6.465
H -2.341 0.617 3.284
H -2.245 -0.452 4.660
H -0.874 0.022 3.756
H -2.605 4.283 5.598
H -1.118 4.122 5.870
C 2.571 2.078 -7.364
C 2.654 0.571 -7.338
C 2.934 0.125 -5.870
O 1.816 -0.130 -5.053
C 1.413 0.856 -4.138
N 1.368 0.101 -7.853
H 2.695 2.425 -8.390
H 3.412 2.519 -6.829
H 1.704 2.485 -6.845
H 3.480 0.242 -7.968
H 3.630 0.722 -5.280
H 3.439 -0.839 -5.932
H 0.430 0.726 -3.686
H 1.416 1.854 -4.578
H 2.237 1.117 -3.474
H 1.177 0.668 -8.666
H 0.606 0.440 -7.284
C 3.222 -1.597 -2.093
C 2.291 -2.605 -2.787
C 2.123 -3.870 -2.019
O 3.435 -4.422 -1.825
C 3.438 -5.521 -1.011
N 1.003 -1.946 -3.046
H 3.497 -0.808 -2.792
H 4.164 -2.030 -1.757
H 2.743 -1.182 -1.205
H 2.661 -2.833 -3.787
H 1.425 -4.517 -2.549
H 1.694 -3.565 -1.064
H 3.115 -5.255 -0.005
H 4.441 -5.917 -0.853
H 2.780 -6.210 -1.541
H 1.350 -1.364 -3.796
H 0.992 -1.337 -2.241
C -1.496 2.177 0.914
C -0.788 1.052 0.135
C -1.569 -0.339 0.184
O -0.874 -1.361 -0.479
C -1.423 -2.682 -0.638
N -0.507 1.632 -1.177
H -2.505 2.201 0.503
H -1.082 3.182 0.835
H -1.553 1.942 1.977
H 0.260 1.073 0.435
H -2.499 -0.247 -0.377
H -1.869 -0.617 1.195
H -1.436 -3.251 0.292
H -0.843 -3.249 -1.366
H -2.419 -2.789 -1.068
H -0.016 0.878 -1.636
H 0.204 2.348 -1.145
C -3.056 -7.549 4.620
C -1.559 -7.418 4.148
C -1.163 -6.095 3.574
O 0.212 -6.116 3.136
C 0.334 -4.942 2.291
N -0.550 -7.758 5.250
H -3.300 -6.798 5.372
H -3.135 -8.543 5.061
H -3.740 -7.439 3.779
H -1.491 -8.085 3.288
H -1.249 -5.378 4.391
H -1.775 -5.911 2.691
H 1.358 -4.690 2.016
H 0.100 -4.068 2.899
H -0.427 -5.015 1.513
H 0.393 -7.556 4.949
H -0.535 -8.760 5.378
C 2.359 4.549 -1.690
C 2.667 5.232 -3.028
O 3.642 4.538 -3.806
O 2.205 3.117 -1.923
H 1.451 4.923 -1.216
H 3.182 4.775 -1.011
H 2.673 6.314 -2.891
H 1.705 5.139 -3.533
H 3.273 3.652 -3.813
H 2.509 2.610 -1.167
*
```

Summary:
E_LUMO (alpha / beta) in eV: 2.2 / 2.2
Frontier orbital gap (alpha / beta) in eV: 2.0 / 8.8
HOMO (alpha / beta) in eV: 0.1698 / -6.6156
<S²>: 0.75

Atomic partial charges in e from the Löwdin method, atoms 1 to 8:
1 C -0.1206
2 O -0.1580
3 H 0.0708
4 H 0.0702
5 H 0.0760
6 H 0.0565
7 C -0.2100
8 O -0.1368